1.
Formula: C2H5BrS2
Source: OMol25
Level of theory: ωB97M-V with the def2-TZVPD basis set

Positions of all 10 atoms, in Å:
C1 0.738 0.227 -1.868
C2 -0.395 0.201 1.503
S1 -0.341 -0.760 2.915
S2 -1.060 1.722 1.638
Br1 -1.041 0.635 -2.173
H1 1.100 -0.532 -2.566
H2 1.442 1.037 -2.100
H3 1.007 -0.078 -0.896
H4 -0.887 0.013 3.996
H5 -1.173 2.325 0.442

Forces on atoms 1 to 6 (eV/Å):
2.9 -0.1 -1.5
-0.1 -0.5 0.2
-0.4 1.5 -0.1
-0.5 0.3 1.6
-1.2 0.3 0.0
-0.5 -0.2 0.1

Calculated values
**LUMO**: -0.002 Eh
**Orbital gap**: 9.0 eV
**Relative energy (zero: lowest compared OMol25 entry of this formula, charge and spin)**: 164.73 kJ/mol

Here are the Löwdin charges for atoms 1 to 6, given in e: -0.634, -1.031, 0.624, 0.662, 0.610, 0.020



2.
Formula: C28H35BBrClN5NbO3P
Source: OMol25
Level of theory: ωB97M-V with the def2-TZVPD basis set

Positions of all 76 atoms, in Å:
C1 5.170 -3.519 1.324
B1 4.763 -1.964 1.716
O1 4.823 -1.598 3.172
Nb1 4.113 -0.330 0.260
Br1 4.041 1.450 2.243
C2 6.336 0.151 -0.115
C3 6.745 1.562 0.669
O2 7.391 1.511 1.862
Cl1 6.379 3.249 -0.019
P1 1.624 -0.710 0.644
O3 0.841 0.700 0.619
H1 4.550 -4.249 2.013
H2 6.307 -3.679 1.636
H3 5.042 -3.754 0.169
H4 3.867 -1.351 3.426
H5 3.730 1.051 -0.899
H6 4.051 -1.493 -1.149
H7 6.978 -0.746 0.318
H8 6.595 0.274 -1.260
H9 1.433 -1.212 2.007
H10 0.977 -1.571 -0.318
N1 3.126 4.335 -0.472
C4 2.363 3.689 0.438
C5 1.000 3.888 0.581
C6 0.377 4.809 -0.255
C7 1.136 5.492 -1.200
C8 2.493 5.222 -1.271
H11 2.895 2.983 1.069
H12 0.436 3.339 1.327
H13 -0.690 4.992 -0.171
H14 0.681 6.216 -1.866
H15 3.127 5.726 -1.994
N2 1.177 -4.466 1.092
C9 1.305 -5.142 -0.071
C10 0.331 -5.983 -0.585
C11 -0.846 -6.145 0.138
C12 -1.006 -5.464 1.340
C13 0.023 -4.643 1.771
H16 2.242 -4.985 -0.597
H17 0.486 -6.498 -1.526
H18 -1.632 -6.797 -0.232
H19 -1.912 -5.570 1.928
H20 -0.056 -4.087 2.701
N3 -5.368 3.378 1.088
C14 -5.123 4.707 1.071
C15 -3.890 5.267 1.364
C16 -2.843 4.415 1.700
C17 -3.065 3.042 1.728
C18 -4.331 2.576 1.416
H21 -5.972 5.330 0.806
H22 -3.750 6.341 1.332
H23 -1.863 4.818 1.938
H24 -2.270 2.352 1.987
H25 -4.553 1.512 1.420
N4 2.970 -8.483 -2.493
C19 4.030 -7.963 -3.150
C20 4.208 -8.056 -4.521
C21 3.244 -8.727 -5.266
C22 2.142 -9.275 -4.617
C23 2.050 -9.126 -3.243
H26 4.757 -7.452 -2.525
H27 5.078 -7.617 -4.996
H28 3.350 -8.821 -6.342
H29 1.373 -9.803 -5.169
H30 1.206 -9.533 -2.691
N5 -7.887 6.676 0.666
C24 -8.649 6.029 1.575
C25 -10.013 6.229 1.719
C26 -10.635 7.149 0.883
C27 -9.877 7.832 -0.062
C28 -8.519 7.562 -0.133
H31 -8.117 5.324 2.207
H32 -10.576 5.679 2.465
H33 -11.702 7.333 0.967
H34 -10.332 8.557 -0.729
H35 -7.885 8.067 -0.856

Forces on atoms 1 to 6 (eV/Å):
0.9 -0.3 0.4
0.3 -2.5 2.4
-2.2 -1.1 -2.0
1.3 4.2 0.6
-0.1 -1.5 -0.6
1.9 1.1 -0.2

Calculated values
**LUMO**: 0.034 Eh
**Orbital gap**: 5.6 eV
**Total charge**: -1

Here are the Löwdin charges for atoms 1 to 6, given in e: -0.148, -0.640, -0.138, 1.068, 0.216, -0.379



3.
Formula: C31H36CoF6N11O3PS
Source: OMol25
Level of theory: ωB97M-V with the def2-TZVPD basis set

Positions of all 90 atoms, in Å:
Co1 -0.090 -0.290 0.258
C1 -0.071 5.050 -1.030
N1 -0.604 3.717 -0.803
C2 -1.886 3.307 -1.064
C3 -1.948 2.000 -0.701
N2 -0.738 1.606 -0.208
C4 0.065 2.651 -0.291
P1 1.827 2.717 0.158
C5 2.359 1.258 -0.785
N3 1.886 0.040 -0.632
C6 2.498 -0.735 -1.578
C7 3.360 0.031 -2.303
N4 3.277 1.295 -1.786
C8 3.838 2.492 -2.391
C9 1.629 1.915 1.776
N5 1.137 0.711 1.949
C10 1.142 0.475 3.294
C11 1.657 1.561 3.943
N6 1.964 2.479 2.972
C12 2.496 3.815 3.185
H1 -0.849 5.663 -1.476
H2 0.243 5.506 -0.094
H3 0.781 5.010 -1.707
H4 -2.629 3.966 -1.480
H5 -2.783 1.326 -0.786
H6 2.276 -1.786 -1.674
H7 3.989 -0.206 -3.145
H8 4.730 2.230 -2.952
H9 3.101 2.931 -3.064
H10 4.096 3.212 -1.619
H11 0.721 -0.430 3.703
H12 1.804 1.761 4.992
H13 2.721 3.942 4.239
H14 3.404 3.963 2.605
H15 1.769 4.571 2.891
N7 -4.690 3.748 -5.889
C13 -3.641 3.023 -5.336
C14 -2.516 3.673 -4.825
C15 -1.446 2.943 -4.335
C16 -1.477 1.552 -4.342
C17 -2.589 0.896 -4.864
C18 -3.663 1.626 -5.343
S1 -0.076 0.689 -3.641
O1 0.773 1.768 -3.155
O2 0.497 -0.156 -4.659
N8 -0.483 -0.124 -2.325
C19 -1.356 -1.131 -2.217
N9 -2.063 -1.675 -3.232
C20 -2.934 -2.626 -2.927
C21 -3.133 -3.106 -1.644
C22 -2.327 -2.548 -0.667
N10 -1.470 -1.579 -0.919
H16 -4.751 4.721 -5.649
H17 -5.573 3.278 -5.973
H18 -2.487 4.759 -4.817
H19 -0.566 3.435 -3.944
H20 -2.600 -0.183 -4.877
H21 -4.533 1.115 -5.743
H22 -3.492 -3.034 -3.768
H23 -3.859 -3.873 -1.419
H24 -2.353 -2.899 0.363
C23 -3.726 -0.287 1.629
C24 -2.471 -0.263 2.516
O3 -1.302 -0.551 1.915
C25 -2.667 -1.344 3.621
F1 -2.797 -2.560 3.046
F2 -1.614 -1.431 4.459
F3 -3.759 -1.169 4.392
C26 -2.446 1.133 3.216
F4 -1.498 1.238 4.165
F5 -3.618 1.455 3.812
F6 -2.200 2.107 2.320
H25 -3.776 -1.246 1.121
H26 -3.628 0.496 0.882
H27 -4.639 -0.129 2.201
C27 2.740 -4.662 1.660
C28 2.263 -3.404 2.399
C29 1.460 -3.768 3.655
C30 3.454 -2.497 2.745
C31 1.382 -2.650 1.491
N11 0.708 -2.069 0.775
H28 3.436 -5.214 2.294
H29 3.249 -4.394 0.733
H30 1.899 -5.312 1.414
H31 2.109 -4.278 4.368
H32 0.627 -4.426 3.404
H33 1.050 -2.874 4.127
H34 4.122 -3.024 3.428
H35 3.114 -1.575 3.219
H36 4.008 -2.231 1.843

Forces on atoms 1 to 6 (eV/Å):
-0.1 0.2 1.2
0.0 -0.1 0.0
-0.1 0.0 0.1
0.1 0.1 0.0
-0.1 -0.2 0.1
0.3 -0.6 0.1

Calculated values
**LUMO (spin up / spin down)**: 0.013 / 0.013 Eh
**Multiplicity**: 2
**Orbital gap (spin up / spin down)**: 7.8 / 7.8 eV
**Relative energy (zero: lowest compared OMol25 entry of this formula, charge and spin)**: 127.79 kJ/mol

Here are the Löwdin charges for atoms 1 to 6, given in e: 0.528, -0.029, -0.107, -0.044, -0.104, 0.035



4.
Formula: C4H4Cl2O
Source: OMol25
Level of theory: ωB97M-V with the def2-TZVPD basis set

Positions of all 11 atoms, in Å:
C1 -0.232 0.182 -1.549
C2 -0.452 -0.530 -2.639
C3 0.656 0.084 2.577
C4 0.160 1.456 2.361
O1 -0.517 0.700 3.121
Cl1 -2.011 -1.130 -3.062
Cl2 0.780 -0.947 -3.759
H1 -1.034 0.424 -0.877
H2 0.462 -0.687 1.844
H3 1.439 -0.104 3.297
H4 0.748 0.552 -1.314

Forces on atoms 1 to 6 (eV/Å):
0.0 -0.1 -0.2
-0.1 0.1 0.2
0.9 -1.0 -0.2
0.2 1.0 -0.5
-1.1 0.0 0.7
-0.1 0.0 0.0

Calculated values
**LUMO**: 0.020 Eh
**Orbital gap**: 10.4 eV
**Relative energy (zero: lowest compared OMol25 entry of this formula, charge and spin)**: 357.16 kJ/mol

Here are the Löwdin charges for atoms 1 to 6, given in e: -0.103, -1.246, -0.173, 0.006, -0.006, 0.613



5.
Formula: C5H9MgO4Pr
Source: OMol25
Level of theory: ωB97M-V with the def2-TZVPD basis set

Positions of all 20 atoms, in Å:
O1 0.591 1.564 -0.463
C1 1.605 1.318 0.456
C2 1.353 -0.014 1.139
O2 1.274 -0.965 0.084
C3 2.121 -2.093 0.219
Pr1 -0.162 -0.684 -1.715
H1 1.751 2.077 1.244
H2 2.558 1.249 -0.102
H3 0.440 -0.076 1.749
H4 2.160 -0.242 1.850
H5 1.624 -3.001 -0.149
H6 3.051 -1.912 -0.334
H7 2.357 -2.252 1.281
O3 -3.210 2.330 -0.256
C4 -3.983 1.381 -0.615
C5 -3.229 0.104 -0.983
O4 -1.858 0.123 -0.715
Mg1 -1.265 1.920 -0.249
H8 -3.485 -0.113 -2.040
H9 -3.696 -0.716 -0.402

Forces on atoms 1 to 6 (eV/Å):
-1.0 0.0 -0.4
0.6 -0.2 0.3
0.5 0.7 0.8
0.2 -0.8 0.7
0.8 -0.7 0.4
0.8 -0.2 -1.6

Calculated values
**LUMO (spin up / spin down)**: -0.147 / -0.156 Eh
**Multiplicity**: 4
**Orbital gap (spin up / spin down)**: 5.6 / 5.4 eV
**Total charge**: +1
**Relative energy (zero: lowest compared OMol25 entry of this formula, charge and spin)**: 0.00 kJ/mol

Here are the Löwdin charges for atoms 1 to 6, given in e: -0.373, -0.283, -0.161, -0.413, -0.040, 1.417



6.
Formula: C10H9BCoF4NO8
Source: OMol25
Level of theory: ωB97M-V with the def2-TZVPD basis set

Positions of all 34 atoms, in Å:
Co1 0.658 0.529 -1.205
C1 -2.965 2.278 1.915
C2 -3.388 3.508 1.345
C3 -3.153 3.785 -0.193
O1 -3.496 4.878 -0.657
C4 -2.568 2.786 -1.042
C5 -2.161 1.639 -0.455
C6 -2.382 1.350 1.076
O2 -1.944 0.253 1.635
O3 -1.452 0.928 -1.301
O4 -3.859 4.389 2.020
H1 -3.219 1.962 2.916
H2 -2.514 2.928 -2.111
B1 2.440 -0.241 -3.295
F1 2.083 -1.306 -4.134
F2 3.521 0.404 -3.849
F3 1.376 0.585 -3.209
F4 2.604 -0.686 -1.928
C7 1.460 2.157 0.544
O5 1.207 2.426 -0.653
O6 1.655 2.926 1.457
O7 1.389 0.965 0.584
C8 0.114 -2.430 0.157
O8 0.315 -1.571 -0.733
N1 0.991 -3.230 0.705
C9 0.856 -3.589 2.107
C10 2.368 -3.445 0.109
H3 -0.867 -2.474 0.655
H4 1.711 -3.180 2.646
H5 0.953 -4.658 2.301
H6 -0.053 -3.196 2.562
H7 3.160 -3.134 0.791
H8 2.487 -4.528 0.083
H9 2.675 -3.010 -0.842

Forces on atoms 1 to 6 (eV/Å):
-0.7 1.3 1.8
-0.8 0.7 -2.1
1.3 -1.6 -0.2
-0.2 0.1 -1.1
-0.3 0.4 0.4
-2.1 1.4 2.1

Calculated values
**LUMO (spin up / spin down)**: 0.228 / 0.228 Eh
**Multiplicity**: 4
**Orbital gap (spin up / spin down)**: 3.9 / 4.2 eV
**Total charge**: -3

Here are the Löwdin charges for atoms 1 to 6, given in e: 0.827, -0.047, -0.427, -0.356, -0.049, -0.031



7.
Formula: C17H31F5P2Sn
Source: OMol25
Level of theory: ωB97M-V with the def2-TZVPD basis set

Positions of all 56 atoms, in Å:
P1 -0.064 -2.583 1.248
P2 -0.565 2.283 1.246
C1 -0.695 -0.934 0.570
C2 -0.137 0.510 0.411
H1 -1.803 -0.871 0.616
H2 -0.472 -1.303 -0.442
H3 0.834 0.513 -0.190
H4 -0.759 0.923 -0.415
C3 -2.250 2.593 0.685
H5 -2.702 3.341 1.342
H6 -2.895 1.717 0.774
H7 -2.307 2.946 -0.347
C4 0.668 3.549 0.698
H8 0.426 3.993 -0.294
H9 1.711 3.166 0.667
H10 0.690 4.351 1.471
C5 -1.352 -3.789 0.931
H11 -1.363 -4.568 1.707
H12 -1.157 -4.237 -0.051
H13 -2.337 -3.318 0.921
C6 1.358 -3.114 0.247
H14 2.146 -2.353 0.118
H15 0.953 -3.381 -0.754
H16 1.879 -3.997 0.637
Sn1 1.794 0.439 1.796
C7 0.933 1.517 -2.190
C8 -0.411 1.622 -2.244
C9 -1.304 0.777 -3.124
C10 -0.857 -0.707 -3.426
C11 -0.068 -1.448 -2.397
C12 1.262 -1.267 -2.181
C13 2.113 -0.561 -3.173
C14 1.662 0.917 -3.352
C15 0.848 -1.373 3.093
H17 1.533 2.020 -1.428
H18 -0.959 2.489 -1.835
H19 -1.417 1.278 -4.113
H20 -2.322 0.712 -2.671
H21 -1.817 -1.238 -3.472
H22 -0.418 -0.766 -4.435
H23 -0.607 -2.343 -2.026
H24 1.850 -1.898 -1.539
H25 2.013 -1.087 -4.153
H26 3.170 -0.592 -2.836
H27 2.590 1.483 -3.472
H28 1.082 0.979 -4.288
H29 1.082 -0.792 3.986
H30 1.388 -2.318 3.214
H31 -0.242 -1.525 3.176
F1 -1.438 0.699 2.999
C16 -0.193 1.212 3.448
F2 -0.323 2.645 3.410
C17 -0.195 0.971 4.993
F3 -0.653 -0.262 5.338
F4 1.074 1.105 5.483
F5 -0.980 1.876 5.622

Forces on atoms 1 to 6 (eV/Å):
0.2 1.3 -0.3
0.6 -1.2 -1.8
-0.9 -0.7 -0.8
-0.3 0.5 -0.8
0.7 -0.4 0.3
-0.6 0.5 -0.2

Calculated values
**LUMO (spin up / spin down)**: -0.296 / -0.297 Eh
**Orbital gap (spin up / spin down)**: 6.7 / 6.6 eV
**Total charge**: +2
**Relative energy (zero: lowest compared OMol25 entry of this formula, charge and spin)**: 807.94 kJ/mol

Here are the Löwdin charges for atoms 1 to 6, given in e: 0.998, 1.052, -0.324, -0.509, 0.116, 0.015



8.
Formula: C27H75O14
Source: OMol25
Level of theory: ωB97M-V with the def2-TZVPD basis set

Positions of all 116 atoms, in Å:
C1 3.478 3.706 -0.715
C2 1.847 3.718 -0.551
C3 1.170 5.208 -0.454
O1 -0.196 5.032 0.084
C4 -1.100 4.457 -0.934
C5 -1.439 2.865 -0.729
O2 -2.228 2.368 0.257
O3 -0.854 1.872 -1.688
H1 4.067 3.878 0.292
H2 3.788 4.513 -1.511
H3 3.756 2.654 -1.204
H4 1.454 3.086 0.373
H5 1.399 3.214 -1.535
H6 1.747 5.947 0.285
H7 1.184 5.752 -1.517
H8 -2.117 5.079 -0.940
H9 -0.616 4.599 -2.004
C6 1.037 -1.052 1.035
C7 1.408 -0.245 -0.192
O4 2.447 0.670 0.125
H10 0.709 -0.392 1.844
H11 0.235 -1.759 0.808
H12 1.903 -1.608 1.409
H13 0.547 0.326 -0.550
H14 1.750 -0.897 -1.002
H15 3.210 0.153 0.434
C8 -0.621 -0.860 -4.629
C9 0.629 -0.083 -4.273
O5 0.534 1.244 -4.771
H16 -0.762 -0.886 -5.715
H17 -0.561 -1.887 -4.257
H18 -1.509 -0.382 -4.204
H19 1.512 -0.551 -4.718
H20 0.770 -0.041 -3.189
H21 -0.248 1.654 -4.363
C10 -3.279 -1.755 -0.397
C11 -3.216 -2.031 1.091
O6 -1.885 -1.869 1.558
H22 -2.614 -2.433 -0.943
H23 -4.298 -1.880 -0.774
H24 -2.944 -0.736 -0.617
H25 -3.531 -3.057 1.304
H26 -3.868 -1.348 1.644
H27 -1.619 -0.953 1.372
C12 2.404 -3.279 5.216
C13 2.533 -3.323 3.708
O7 3.488 -2.366 3.274
H28 2.098 -2.281 5.547
H29 1.668 -4.008 5.566
H30 3.366 -3.492 5.694
H31 1.575 -3.088 3.235
H32 2.850 -4.314 3.370
H33 4.337 -2.588 3.693
C14 -6.565 0.784 2.068
C15 -5.979 1.302 3.365
O8 -4.657 0.810 3.531
H34 -6.578 -0.311 2.061
H35 -7.586 1.150 1.927
H36 -5.956 1.100 1.214
H37 -6.578 0.965 4.217
H38 -5.951 2.396 3.374
H39 -4.132 1.121 2.774
C16 -3.791 -2.213 -6.302
C17 -4.726 -2.739 -5.233
O9 -4.063 -2.762 -3.977
H40 -2.896 -2.840 -6.373
H41 -4.286 -2.193 -7.277
H42 -3.453 -1.201 -6.058
H43 -5.044 -3.758 -5.470
H44 -5.618 -2.110 -5.148
H45 -3.792 -1.851 -3.772
C18 -3.710 -3.964 4.180
C19 -4.144 -5.382 4.486
O10 -5.268 -5.369 5.354
H46 -3.455 -3.431 5.102
H47 -2.842 -3.956 3.515
H48 -4.523 -3.404 3.704
H49 -3.337 -5.930 4.981
H50 -4.413 -5.917 3.570
H51 -5.981 -4.887 4.902
C20 -7.436 0.868 -7.535
C21 -7.374 0.592 -6.047
O11 -6.043 0.753 -5.580
H52 -6.772 0.189 -8.081
H53 -8.455 0.743 -7.912
H54 -7.101 1.887 -7.755
H55 -7.688 -0.434 -5.834
H56 -8.026 1.274 -5.494
H57 -5.776 1.670 -5.766
C22 6.102 -0.656 6.730
C23 6.880 -0.309 5.477
O12 6.245 -0.877 4.340
H58 6.034 -1.741 6.853
H59 6.581 -0.229 7.616
H60 5.077 -0.277 6.666
H61 7.897 -0.708 5.535
H62 6.941 0.774 5.340
H63 5.346 -0.510 4.293
C24 6.490 -2.925 0.249
C25 5.116 -2.290 0.231
O13 5.067 -1.266 -0.752
H64 7.258 -2.175 0.463
H65 6.546 -3.714 1.005
H66 6.731 -3.357 -0.728
H67 4.888 -1.841 1.202
H68 4.343 -3.031 0.004
H69 5.262 -1.677 -1.612
C26 7.105 6.796 0.376
C27 6.570 5.752 -0.582
O14 5.302 6.155 -1.080
H70 6.413 6.942 1.212
H71 8.080 6.498 0.773
H72 7.209 7.764 -0.125
H73 6.447 4.792 -0.072
H74 7.250 5.609 -1.427
H75 5.424 7.004 -1.538

Forces on atoms 1 to 6 (eV/Å):
-0.5 -0.5 -0.9
-0.2 0.0 -0.5
0.8 -0.3 0.3
0.3 -0.1 -2.2
-0.5 0.1 -1.0
-0.6 -6.5 -0.1

Calculated values
**LUMO**: 0.084 Eh
**Orbital gap**: 6.9 eV
**Total charge**: -1

Here are the Löwdin charges for atoms 1 to 6, given in e: -0.144, -0.222, -0.227, -0.227, -0.148, -0.385